# 1
Entry from the OMol25 dataset: 2 unconnected molecules or ions with the total composition C2H6F2O at a distorted geometry (ωB97M-V with the def2-TZVPD basis set).

SMILES string: CC(F)F.O
E_tot, eV: -9653.6397
F_max, eV/A: 3.02
Gap between HOMO and LUMO, eV: 12.4
Energy relative to the best compared isomer or geometry (same formula, charge and spin), eV: 0.062
Highest occupied orbital energy, eV: -11.74

Positions of all 11 atoms, in Å:
C 1.077 1.215 0.028
C 0.100 0.955 1.116
F 0.780 1.128 2.263
F -1.037 1.691 0.918
H 1.218 2.308 -0.029
H 0.699 0.859 -0.945
H 2.055 0.743 0.219
H -0.281 -0.087 1.120
O -1.220 -3.106 -1.386
H -2.031 -2.751 -0.957
H -1.361 -2.954 -2.348

# 2
Entry from the OMol25 dataset: 2 unconnected molecules or ions with the total composition CH4ClNO at a distorted geometry (ωB97M-V with the def2-TZVPD basis set).

E_tot, eV: -17156.8293
F_max, eV/A: 9.46
Gap between HOMO and LUMO (alpha / beta), eV: 6.3 / 7.2
Energy relative to the best compared isomer or geometry (same formula, charge and spin), eV: 0.295
Highest occupied orbital energy (alpha / beta), eV: -5.39 / -10.35
Multiplicity: 3

Positions of all 8 atoms, in Å:
C 0.358 1.000 0.048
N 0.185 0.354 1.289
O 0.000 0.460 -0.959
Cl -0.395 -2.504 -2.212
H 0.507 2.029 0.233
H -0.231 -0.574 1.165
H 0.577 0.667 2.222
H -0.999 -1.431 -1.786

# 3
Entry from the OMol25 dataset: 2 unconnected molecules or ions with the total composition C3H5OP at a distorted geometry (ωB97M-V with the def2-TZVPD basis set).

SMILES string: CC=O.C#P
E_tot, eV: -14525.2409
F_max, eV/A: 4.19
Gap between HOMO and LUMO, eV: 10.2
Energy relative to the best compared isomer or geometry (same formula, charge and spin), eV: 1.787
Highest occupied orbital energy, eV: -9.90

Positions of all 10 atoms, in Å:
C -0.021 -0.853 0.905
C -0.130 -0.651 -0.607
O -0.286 -1.498 -1.454
H -0.626 -1.609 1.151
H -0.304 0.077 1.478
H 0.928 -1.232 1.346
H -0.124 0.477 -0.705
C -3.374 -0.012 -0.630
P -3.543 0.224 0.909
H -3.327 -0.025 -1.704

# 4
Entry from the OMol25 dataset: 7 unconnected molecules or ions with the total composition C16H29Cl6NO12 at a distorted geometry (ωB97M-V with the def2-TZVPD basis set).

SMILES string: COC(=O)OC.COC(=O)OC.COC(=O)OC.COC(=O)OC.ClC(Cl)Cl.ClC(Cl)Cl.CC#N
E_tot, eV: -118253.5565
F_max, eV/A: 5.42
Gap between HOMO and LUMO, eV: 10.7
Energy relative to the best compared isomer or geometry (same formula, charge and spin), eV: 2.556
Highest occupied orbital energy, eV: -10.67

Positions of all 64 atoms, in Å:
C 10.863 -12.374 1.911
O 9.826 -12.158 0.942
C 8.835 -11.327 1.293
O 8.704 -10.756 2.362
O 8.037 -11.035 0.237
C 6.861 -10.260 0.353
H 11.769 -12.621 1.358
H 10.539 -13.111 2.646
H 11.193 -11.519 2.502
H 6.487 -10.035 -0.646
H 6.993 -9.292 0.837
H 6.064 -10.744 0.918
C 4.696 7.418 14.086
O 5.364 6.305 13.516
C 6.094 6.425 12.281
O 6.066 7.394 11.463
O 6.826 5.357 12.100
C 6.575 4.015 12.548
H 5.362 8.065 14.657
H 3.903 7.040 14.731
H 4.267 8.127 13.377
H 7.303 3.432 11.983
H 5.562 3.823 12.196
H 6.594 3.826 13.622
C 3.469 -2.906 -2.685
O 3.520 -3.042 -1.238
C 2.466 -2.786 -0.498
O 1.311 -2.703 -0.959
O 2.919 -2.543 0.747
C 2.002 -2.478 1.772
H 2.440 -3.013 -3.028
H 4.092 -3.662 -3.163
H 3.767 -1.899 -2.976
H 1.328 -1.637 1.607
H 2.562 -2.352 2.699
H 1.489 -3.415 1.989
C 11.735 -5.755 -0.908
O 12.072 -4.898 0.184
C 12.868 -5.330 1.171
O 13.437 -6.369 1.334
O 12.989 -4.329 2.021
C 13.601 -4.383 3.295
H 10.931 -5.425 -1.566
H 11.411 -6.675 -0.422
H 12.597 -6.005 -1.527
H 12.847 -4.694 4.019
H 13.935 -3.395 3.612
H 14.547 -4.924 3.280
Cl 13.007 -8.437 12.729
C 11.928 -9.416 11.761
Cl 11.923 -8.876 10.066
Cl 10.250 -9.359 12.465
H 12.250 -10.451 11.879
Cl 8.214 -13.753 8.137
C 6.541 -13.408 8.409
Cl 5.961 -14.488 9.839
Cl 5.615 -13.786 6.940
H 6.515 -12.358 8.701
C 7.326 -5.059 5.529
C 7.033 -3.894 6.328
N 6.810 -2.962 7.013
H 7.393 -5.967 6.129
H 8.245 -4.874 4.973
H 6.440 -5.152 4.900

The highest E_tot belongs to which entry?
C2H6F2O

The lowest F_max belongs to which entry?
C2H6F2O

Among the records above, which one has the highest F_max?
CH4ClNO

Among the records above, which one has the lowest F_max?
C2H6F2O